# C5H9N3S

A 3-piece molecular cluster, C5H9N3S overall at a distorted geometry (the ωB97M-V functional and the def2-TZVPD basis, the Open Molecules 2025 dataset).

The calculation puts the HOMO energy at -8.8 eV. Its LUMO energy is -0.21 eV. The SMILES is c1nc[nH]n1.C=C.C=S. The value obtained for the energy above the lowest of the compared OMol25 structures with the same formula, charge and spin is 59.53 kcal per mole. Its total energy is -20633.21082 eV. The calculation puts the HOMO-LUMO gap at 8.58 eV.

Positions of all 18 atoms, in Å:
S: 0.33 -2.16 0.61
N: 0.47 -0.42 -2.71
N: 1.47 0.00 -3.50
N: 0.88 1.71 -2.32
C: 1.67 1.30 -3.28
C: -2.23 0.26 2.97
C: 1.88 -1.81 0.62
C: -3.00 0.37 4.03
C: 0.13 0.64 -2.01
H: 2.28 -0.88 0.93
H: -2.41 -0.39 2.09
H: 2.61 -2.48 0.18
H: 2.41 1.88 -4.00
H: -3.99 0.00 4.24
H: -1.23 0.72 2.88
H: -2.74 1.21 4.72
H: 2.14 -0.64 -4.11
H: -0.67 0.70 -1.33